This record from the Open Molecules 2025 dataset describes a molecular structure, C34H33BrN3O3PbS3 in a non-equilibrium geometry. The level of theory is the ωB97M-V functional and the def2-TZVPD basis.

```
78
Properties=species:S:1:pos:R:3:lowdin_charge:R:1
C 7.15430 0.12570 -1.53497 -0.102
C -4.28060 -1.95349 -0.33145 -0.978
C 1.49562 0.99948 -2.62737 -0.015
H 2.67928 0.15002 0.36164 0.073
C 6.40092 -0.94646 -1.03626 -0.081
C 1.19189 -4.16210 4.01412 -0.023
H 1.41720 -3.22668 -1.82433 0.104
H -2.48514 -3.26599 -1.95618 0.011
C -1.12170 5.04841 -0.34744 -0.021
H -1.70840 5.25517 -1.26729 0.069
C 5.43435 1.67353 -0.86540 -0.086
C 6.65478 1.41361 -1.39246 -0.121
C -1.12132 -3.90490 5.52796 -0.703
O -0.76519 -2.15467 1.71164 -0.275
C -5.31858 3.88346 0.13651 -0.111
H -1.00035 -3.94594 -2.49908 0.120
H 4.99714 2.68208 -0.86804 0.081
H -3.65462 0.03375 -3.20256 0.080
H 4.53837 -1.45556 -0.12535 0.096
C -1.41813 -3.14625 -1.82726 0.006
S 3.08726 2.47459 0.90642 0.850
H -1.07672 -3.37129 -0.81398 0.097
C 5.17251 -0.67728 -0.44104 -0.047
C -3.30077 2.45772 1.57831 -0.409
C 3.57669 0.73479 0.69260 -0.462
H 2.54523 -1.86055 -2.06938 0.093
N -0.68597 2.69918 0.36119 -0.102
H -0.49636 2.05815 -4.20169 0.101
C -1.26933 1.67038 -3.50987 0.030
O -2.42401 1.80936 2.29700 -0.250
C 0.38861 0.01852 -2.55430 -0.218
N -3.77503 -1.06679 0.34385 -0.061
C -5.65741 2.91111 1.11996 -0.101
H -0.03349 4.99681 -0.48598 0.061
H -5.00361 1.87787 2.81905 0.103
S 1.08652 1.10348 2.36992 0.521
C -4.69793 2.33182 1.90311 -0.027
H -3.71187 4.53984 -1.13387 0.097
H -0.04532 -5.01276 7.01011 0.084
C -3.98552 3.96288 -0.23472 -0.084
H 1.31521 1.61292 -3.56867 0.093
H -1.38279 5.82436 0.34106 0.069
H -5.99231 4.52460 -0.42333 0.082
H 7.26598 2.29865 -1.68201 0.113
H -1.96062 -2.74755 3.89023 0.118
N 0.63014 2.87982 0.14308 -0.099
H 1.63915 -2.02432 -0.52438 0.054
C 4.71687 0.63646 -0.22576 -0.294
H 1.44068 1.74899 -1.81715 0.069
H -3.13549 -1.10100 -4.47852 0.093
H 2.50145 0.59753 -2.58830 0.077
C -1.54909 3.66344 0.16106 -0.259
C 1.16780 -4.60206 5.29094 -0.106
H -6.68288 2.62362 1.32598 0.093
C 0.08707 -3.31187 3.57684 -0.095
C -2.95761 3.38656 0.53751 -0.131
H 2.05308 -5.06248 5.68087 0.094
H 6.77565 -1.91940 -1.19528 0.082
H 2.07047 -4.29886 3.35474 0.118
C -0.92078 -1.79444 -2.25766 -0.134
S -5.06642 -3.03972 -1.26318 0.459
H -1.20983 2.47201 -2.73283 0.124
C 1.57676 -2.13646 -1.59291 0.011
H -2.26081 1.67688 -3.97564 0.091
C -1.09695 -3.32866 4.25622 -0.096
H 8.12007 -0.13673 -1.98029 0.098
C 0.41122 -1.31838 -2.11057 -0.127
C 0.31948 -2.65065 2.18987 -0.615
C -3.14120 -0.89324 -3.39551 -0.038
C -0.01668 -4.56318 6.04887 -0.122
H 3.88563 0.40152 1.70032 0.089
C 1.37523 2.19928 1.06210 -1.123
C -0.89487 0.34180 -2.99002 -0.107
C -1.72738 -0.83046 -2.89576 -0.171
Pb -1.29301 0.05457 0.83655 1.392
Br -2.70754 -3.64643 6.49376 0.733
O 1.47100 -2.56413 1.72288 -0.022
H -3.61003 -1.73398 -2.91819 -0.017
```

- Total charge: -1
- Energy relative to the best compared isomer or geometry (same formula, charge and spin): 282.6 kJ/mol
- Energy: -5666.74865 Ha
- Gap between HOMO and LUMO (alpha / beta): 2.962 / 2.920 eV